Density functional theory data (the ωB97M-V functional and the def2-TZVPD basis) for 3 unconnected molecules or ions with the total composition C2H3FSi in a non-equilibrium geometry.

Summary:
Energy relative to the best compared isomer or geometry (same formula, charge and spin): 2.957 eV
LUMO energy: -1.196 eV
Total charge: 0
DFT total energy: -12714.157 eV
Highest occupied orbital energy: -10.309 eV
Gap between HOMO and LUMO: 9.11 eV

```
7
C2H3FSi, DFT the ωB97M-V functional and the def2-TZVPD basis
C -0.36393 -1.86333 0.30947
C 0.65562 -1.21839 0.22699
F 2.91655 -0.58814 -0.63552
Si 1.67879 0.37324 0.22625
H -1.11382 -2.60070 0.38573
H -1.11193 -0.11490 0.87073
H -1.68095 0.58928 1.19051
```

---

Density functional theory data (the ωB97M-V functional and the def2-TZVPD basis) for a molecular structure, C31H29F5GaNO4P in a non-equilibrium geometry.

Summary:
LUMO energy: 1.813 eV
Total charge: -1
DFT total energy: -117554.260 eV
Highest occupied orbital energy: -5.006 eV
Gap between HOMO and LUMO: 6.82 eV

```
72
C31H29F5GaNO4P, DFT the ωB97M-V functional and the def2-TZVPD basis
O 2.45676 -0.60723 9.80195
C 2.10335 0.46121 9.44912
N 1.74201 1.56458 9.13882
Ga 0.78165 1.63571 7.40361
P -1.26676 0.45771 7.74389
O -1.20304 -0.56201 8.81697
O -1.80901 -0.13933 6.33866
O -2.49295 1.47975 8.06737
H 1.66237 0.77615 6.39515
H 0.54098 3.13243 6.94197
H -1.02248 -0.51620 5.90434
H -2.39178 1.72071 9.00295
F 0.68904 -1.00786 4.67873
C 0.67901 -1.63055 3.48805
C -0.46546 -1.57587 2.71786
C -0.46879 -2.21819 1.48817
C 0.65954 -2.90074 1.05385
C 1.79947 -2.93876 1.84568
C 1.81556 -2.29881 3.07643
H -1.33189 -1.03838 3.08136
H -1.34703 -2.18294 0.86456
H 0.64941 -3.39967 0.09445
H 2.67894 -3.46911 1.50478
H 2.68991 -2.30787 3.71263
F -2.73534 -1.15152 -0.27061
C -2.37791 -0.01386 -0.90994
C -1.03678 0.24742 -1.10814
C -0.68427 1.41709 -1.76534
C -1.66198 2.29950 -2.20480
C -3.00223 2.01227 -1.98729
C -3.36875 0.84371 -1.33649
H -0.28953 -0.44621 -0.74499
H 0.36170 1.64134 -1.92800
H -1.37880 3.21272 -2.71037
H -3.76776 2.70101 -2.31874
H -4.40679 0.59835 -1.15604
F 2.85149 -4.15521 -1.21923
C 3.13882 -2.99341 -1.84302
C 4.46058 -2.66940 -2.07019
C 4.74954 -1.47530 -2.71529
C 3.72668 -0.62783 -3.11825
C 2.40514 -0.97711 -2.87159
C 2.10274 -2.17016 -2.23202
H 5.24242 -3.34119 -1.74265
H 5.78033 -1.20437 -2.90395
H 3.95653 0.29955 -3.61025
H 1.60240 -0.31891 -3.17777
H 1.07906 -2.45907 -2.03764
F 5.52250 1.30660 -4.72052
C 5.52537 0.88713 -6.00726
C 5.00608 -0.35511 -6.32167
C 5.02748 -0.75685 -7.64978
C 5.55951 0.06887 -8.62994
C 6.07413 1.30922 -8.28354
C 6.05726 1.72881 -6.96205
H 4.59984 -0.99204 -5.55061
H 4.62341 -1.72365 -7.91787
H 5.57295 -0.25452 -9.66192
H 6.49300 1.95490 -9.04349
H 6.44890 2.69334 -6.66892
F -6.74879 3.53081 -0.74330
C -7.14699 2.61465 0.16646
C -7.40463 3.02268 1.45830
C -7.81043 2.07274 2.38399
C -7.94657 0.74232 2.01248
C -7.67776 0.35795 0.70669
C -7.27801 1.30033 -0.22942
H -7.28248 4.06241 1.72916
H -8.01601 2.37382 3.40194
H -8.25536 0.00636 2.74180
H -7.77326 -0.67909 0.41494
H -7.06625 1.02428 -1.25418
```

---

Density functional theory data (the ωB97M-V functional and the def2-TZVPD basis) for a molecular structure, C33H36BrClLaN8O6PS3 in a non-equilibrium geometry.

Summary:
Energy relative to the best compared isomer or geometry (same formula, charge and spin): 0.449 eV
LUMO energy: -0.419 eV
Total charge: 0
DFT total energy: -184235.693 eV
Highest occupied orbital energy: -7.395 eV
Gap between HOMO and LUMO: 6.98 eV

```
90
C33H36BrClLaN8O6PS3, DFT the ωB97M-V functional and the def2-TZVPD basis
La -0.18774 -0.56121 0.13565
C -3.14072 -5.76041 -2.85803
S -2.03571 -5.68266 -1.41315
C -2.16487 -3.98174 -0.95590
S -2.30179 -2.68635 -2.17262
N -2.16101 -3.74848 0.28137
N -2.16539 -2.53673 0.85367
C -3.28374 -2.17737 1.35221
C -3.42877 -1.01663 2.21943
C -4.69942 -0.67207 2.67217
C -4.83339 0.38969 3.55010
C -3.68643 1.04004 3.96744
C -2.46083 0.61856 3.46777
N -2.32165 -0.36754 2.59270
H -3.54458 -6.77030 -2.88025
H -2.58996 -5.55780 -3.77269
H -3.94480 -5.04254 -2.73919
H -4.17368 -2.78519 1.18688
H -5.56180 -1.23945 2.34532
H -5.80880 0.68941 3.90941
H -3.72635 1.85985 4.67093
H -1.55577 1.10432 3.80636
C 4.10417 6.55102 0.82841
C 3.48072 5.32953 0.21019
C 2.10786 5.11881 0.26529
C 1.53604 3.97791 -0.28033
C 2.34937 3.04332 -0.89089
C 3.72304 3.23459 -0.96402
C 4.28184 4.37325 -0.41551
S 1.73890 1.47281 -1.48063
O 2.30049 1.25977 -2.78926
O 2.23663 0.54215 -0.44115
N 0.17456 1.37515 -1.34073
C -0.73605 2.05383 -2.10690
C -0.43470 3.09198 -2.97262
C -1.44112 3.80907 -3.63123
C -2.76092 3.51026 -3.43925
C -3.11618 2.43559 -2.59818
C -4.45942 2.06816 -2.37570
C -4.74209 0.99761 -1.57915
C -3.67671 0.28514 -1.00799
N -2.41246 0.60133 -1.15710
C -2.11122 1.67988 -1.93851
H 3.36333 7.32837 1.00797
H 4.88559 6.95443 0.18419
H 4.56469 6.29746 1.78577
H 1.47319 5.84620 0.75689
H 0.46886 3.80838 -0.21490
H 4.33177 2.48511 -1.45469
H 5.35398 4.52445 -0.45947
H 0.60528 3.34692 -3.13036
H -1.16112 4.62075 -4.29076
H -3.54125 4.07643 -3.93219
H -5.24807 2.64097 -2.84886
H -5.76110 0.68974 -1.38941
H -3.88917 -0.59378 -0.41595
Cl -1.03154 2.32721 1.31838
C 0.30702 1.19212 1.82631
H 0.22445 1.14661 2.91492
H 1.22626 1.74532 1.61282
Br -0.37816 -0.73919 6.45728
C 1.21744 -1.29572 5.59096
C 2.35832 -1.55091 6.33710
N 3.49859 -1.92300 5.76980
C 3.54128 -2.04331 4.44696
C 2.44617 -1.80395 3.62637
C 1.24673 -1.42581 4.21800
C 2.53939 -1.90368 2.12751
O 3.65095 -2.23840 1.64257
O 1.50436 -1.67570 1.46433
H 2.35562 -1.45921 7.41692
H 4.48714 -2.34728 4.01652
H 0.37549 -1.24310 3.60338
N 3.81795 -1.65817 -0.87533
C 3.21031 -2.43582 -1.96540
P 1.34458 -2.55815 -1.97316
O 0.81326 -3.39995 -0.86106
O 0.69155 -1.20057 -2.09234
C 1.28310 -3.44745 -3.61102
N 0.15715 -4.37488 -3.64422
H 3.74663 -2.07901 0.17119
H 3.33350 -0.74357 -0.78637
H 4.79883 -1.47903 -1.06093
H 3.60177 -3.45288 -1.94064
H 3.47315 -1.97794 -2.92212
H 2.23658 -3.96349 -3.77098
H 1.16105 -2.69634 -4.39266
H -1.41006 -3.31751 -3.02058
H 0.21919 -5.01344 -2.85706
H 0.14043 -4.91577 -4.49999
```